Density functional theory data (ωB97M-V/def2-TZVPD) for a cluster of 2 separate species, C3H12N3 in total at a distorted geometry.

Results
Total energy = -7764.331 eV
Net charge = +1

Geometry as XYZ:
```
18
Properties=species:S:1:pos:R:3:forces:R:3
C 1.340 0.261 -1.538 -0.6 2.6 1.1
C 1.367 -0.885 -0.621 -2.7 1.9 1.0
C -0.261 -0.597 1.279 1.3 2.7 -3.9
N -0.053 0.909 1.327 -1.0 1.4 2.9
N -1.579 -0.785 0.795 1.1 1.3 0.6
N -1.991 0.290 -0.075 -0.6 -0.3 1.4
H 1.964 1.164 -1.202 -0.9 -1.2 -0.4
H 1.681 0.015 -2.489 1.5 -0.8 -1.7
H 0.346 0.621 -1.900 0.3 -0.2 0.9
H 2.210 -1.156 -0.139 3.0 -0.1 1.8
H 0.939 -1.766 -0.884 -1.8 -2.3 -1.2
H 0.237 -1.041 2.105 -0.5 -0.9 0.5
H 0.149 1.207 2.346 -0.7 -0.4 -1.9
H 0.686 1.350 0.804 0.8 -0.6 -0.6
H -1.704 -1.714 0.477 -0.3 -0.9 -0.7
H -0.943 1.413 0.936 0.9 -1.3 1.0
H -2.932 0.135 -0.357 -0.8 0.0 0.1
H -1.456 0.579 -0.865 0.9 -0.9 -0.8
```
Forces are in eV/Å.

natural (NBO) population analysis, charges in e, atoms 1 to 6:
1 C -0.707
2 C -0.306
3 C 0.098
4 N -0.761
5 N -0.444
6 N -0.698



Density functional theory data (ωB97M-V/def2-TZVPD) for a cluster of 2 separate species, C3H12N3O in total at a distorted geometry.

Results
Total energy = -9817.414 eV
Net charge = +1

Geometry as XYZ:
```
19
Properties=species:S:1:pos:R:3:forces:R:3
C 1.526 2.393 0.807 -0.5 1.1 0.4
O 0.504 2.259 -0.178 -0.2 -0.5 -0.5
H 0.733 2.688 -1.013 0.3 0.2 0.4
H 1.073 2.131 1.750 -0.2 -0.7 0.4
H 2.412 1.793 0.631 0.2 0.1 -0.2
H 1.700 3.453 1.006 0.7 -0.1 -0.5
C -0.644 -1.291 1.809 1.3 0.8 0.1
C -0.472 -0.922 -0.622 0.8 -0.8 -0.4
N -0.340 -0.495 0.610 -0.3 -0.1 0.3
N -0.852 -2.190 -0.906 -0.1 0.2 0.1
N -0.072 -0.231 -1.706 -0.7 -0.1 0.6
H 0.118 0.397 0.761 -0.1 -0.1 -0.3
H -0.826 -2.918 -0.216 -0.2 0.0 0.0
H -1.493 -2.303 -1.673 0.2 -0.2 -0.2
H -0.020 0.771 -1.683 0.4 0.0 0.1
H 0.408 -0.806 -2.375 -0.1 0.4 -0.5
H -0.912 -2.296 1.559 -0.7 -0.3 0.0
H -1.334 -0.765 2.455 -0.4 -0.2 -0.1
H 0.301 -1.387 2.350 -0.1 0.0 0.1
```
Forces are in eV/Å.

natural (NBO) population analysis, charges in e, atoms 1 to 6:
1 C -0.276
2 O -0.770
3 H 0.487
4 H 0.182
5 H 0.187
6 H 0.207



Density functional theory data (ωB97M-V/def2-TZVPD) for a cluster of 2 separate species, C3H12N3O2 in total.

Results
Total energy = -11865.240 eV
Net charge = +1

Geometry as XYZ:
```
20
Properties=species:S:1:pos:R:3:forces:R:3
N 0.831 -0.890 1.277 -0.1 -0.2 0.1
C 0.838 -1.861 0.283 0.4 0.1 -0.3
N 1.680 -2.900 0.440 0.1 -0.2 -0.1
O 0.160 -1.713 -0.723 -0.5 0.1 -0.3
H 1.204 -1.117 2.184 0.1 -0.2 0.1
H -0.092 -0.497 1.351 0.0 0.2 0.2
H 1.836 -3.552 -0.313 -0.2 0.3 0.0
H 2.317 -2.943 1.202 0.3 0.0 0.4
C -0.833 2.476 0.087 -0.1 -0.2 0.3
O -0.601 2.330 1.469 0.0 -0.2 0.0
C -0.640 1.123 -0.596 -0.4 0.4 0.3
N -1.282 1.098 -1.960 0.6 -0.4 -0.2
H -0.161 3.231 -0.330 -0.1 0.0 -0.2
H -1.870 2.809 -0.025 0.1 0.1 0.0
H 0.348 2.320 1.649 -0.1 0.1 0.0
H 0.418 0.885 -0.634 -0.1 -0.2 -0.5
H -1.148 0.305 -0.098 0.1 0.2 0.3
H -1.025 1.900 -2.529 0.1 0.1 -0.2
H -2.303 1.074 -1.890 0.1 0.0 0.0
H -0.962 0.243 -2.436 -0.2 0.1 0.1
```
Forces are in eV/Å.

natural (NBO) population analysis, charges in e, atoms 1 to 6:
1 N -0.853
2 C 0.784
3 N -0.811
4 O -0.710
5 H 0.393
6 H 0.388



Density functional theory data (ωB97M-V/def2-TZVPD) for an isolated molecule of C3H12N4 at a distorted geometry.

Results
Total energy = -9261.236 eV
Structure (SMILES) = CCNNN(C)N

Geometry as XYZ:
```
19
Properties=species:S:1:pos:R:3:forces:R:3
C -1.534 -0.453 -0.420 -0.3 2.1 -3.6
C 1.997 -1.371 0.338 -0.1 0.0 0.0
C -2.731 0.433 -0.168 0.0 -0.2 0.0
N 1.674 -0.031 0.806 -1.4 0.5 -0.2
N -0.171 0.559 -0.722 -1.9 -3.3 2.2
N 0.191 0.157 0.607 3.9 0.3 1.7
N 2.424 0.899 0.071 0.2 0.2 -0.3
H -0.271 1.579 -0.761 -0.8 -0.3 0.1
H -0.085 0.829 1.319 0.2 0.2 -0.2
H 2.054 0.983 -0.886 0.1 -0.1 0.3
H 2.371 1.803 0.526 0.0 -0.1 0.0
H -1.525 -1.288 0.279 1.1 0.7 0.3
H -1.529 -0.914 -1.403 -0.7 -0.1 -0.2
H 1.791 -1.497 -0.734 0.0 0.0 0.0
H 3.055 -1.550 0.526 -0.1 0.0 0.0
H 1.396 -2.083 0.904 0.1 0.0 0.0
H -2.638 0.925 0.804 -0.1 0.0 0.0
H -2.831 1.197 -0.940 -0.1 -0.1 0.0
H -3.638 -0.178 -0.146 0.0 0.1 0.0
```
Forces are in eV/Å.

natural (NBO) population analysis, charges in e, atoms 1 to 6:
1 C -0.158
2 C -0.426
3 C -0.636
4 N -0.150
5 N -0.539
6 N -0.387



Density functional theory data (ωB97M-V/def2-TZVPD) for a cluster of 2 separate species, C3H12N4O in total at a distorted geometry.

Results
Total energy = -11310.921 eV

Geometry as XYZ:
```
20
Properties=species:S:1:pos:R:3:forces:R:3
C -0.903 0.648 1.183 0.7 0.7 1.0
C -1.164 -0.258 -1.061 -0.8 -0.3 0.7
C 2.392 0.192 -0.809 -0.2 -0.2 0.0
N -1.313 -0.296 0.248 0.5 -0.2 -1.5
N 1.679 -0.757 0.032 -0.2 -0.1 0.4
N -1.510 0.421 2.451 -0.3 0.2 -0.3
N -1.282 -1.396 -1.857 -0.1 0.1 0.3
O -1.018 1.988 0.708 -0.4 -0.5 -0.3
H -0.216 2.208 0.226 0.1 0.0 0.1
H -1.427 -1.212 0.671 0.0 0.1 0.0
H 2.336 -1.323 0.560 -0.1 0.1 0.0
H 1.071 -0.259 0.711 0.3 -0.3 -0.3
H -1.065 0.693 -1.558 0.2 0.1 0.1
H -2.469 0.773 2.493 -0.1 0.1 0.0
H -0.987 0.901 3.174 0.0 -0.2 -0.1
H -1.120 -2.250 -1.339 0.1 0.0 -0.1
H -0.699 -1.368 -2.683 0.0 0.0 0.1
H 1.653 0.776 -1.367 0.2 0.0 0.0
H 3.002 -0.359 -1.526 0.0 0.1 -0.1
H 3.041 0.878 -0.260 0.1 0.2 0.0
```
Forces are in eV/Å.

natural (NBO) population analysis, charges in e, atoms 1 to 6:
1 C 0.210
2 C 0.189
3 C -0.408
4 N -0.469
5 N -0.885
6 N -0.867



Density functional theory data (ωB97M-V/def2-TZVPD) for a cluster of 2 separate species, C3H12N5 in total at a distorted geometry.

Results
Total energy = -10743.784 eV
Net charge = +1

Geometry as XYZ:
```
20
Properties=species:S:1:pos:R:3:forces:R:3
C -0.454 1.403 0.074 1.6 -1.2 1.7
C 0.601 -1.426 -0.145 -1.3 -0.7 -2.3
C 2.235 0.458 0.340 1.2 -0.7 -1.8
N -2.090 0.275 -0.783 -0.1 0.0 1.2
N -3.155 -0.121 -0.174 -0.6 0.4 2.0
N -3.316 -0.264 1.093 -3.1 -1.1 -3.1
N -0.035 0.642 1.079 -0.8 1.5 -2.0
N 0.991 -0.300 0.678 1.5 -1.3 4.1
H 0.000 1.478 -0.962 -0.6 -0.2 1.3
H -0.992 2.250 0.482 -0.5 0.0 -0.6
H 1.462 -2.102 -0.422 -1.0 0.9 0.6
H -0.302 -1.961 0.245 1.2 0.3 0.3
H 0.161 -0.949 -1.030 0.5 -0.5 -0.3
H 2.454 0.500 -0.796 -0.7 0.0 1.8
H 2.074 1.437 0.766 0.4 0.1 0.0
H 3.089 -0.065 0.805 -0.4 0.4 -0.2
H -2.121 0.426 -1.758 -1.2 -0.1 -1.3
H -4.118 -0.264 -0.549 1.1 -0.4 -1.0
H -2.711 0.230 1.637 3.3 1.3 1.6
H 1.229 -0.787 1.632 -0.6 1.5 -1.9
```
Forces are in eV/Å.

natural (NBO) population analysis, charges in e, atoms 1 to 6:
1 C -0.014
2 C -0.447
3 C -0.435
4 N -0.557
5 N 0.021
6 N -0.420